Molecular formula: C60H183N15O24
Method: DFT, the ωB97M-V functional and the def2-TZVPD basis

Cartesian coordinates (Å):
C: -29.5722 12.5199 28.4593
C: -29.8165 13.9964 27.9944
C: -30.8665 14.1198 26.8887
O: -30.9624 15.5234 26.3873
C: -29.8943 15.7954 25.5411
N: -30.1688 14.7608 29.1211
H: -30.4596 12.0162 28.8426
H: -28.7794 12.4254 29.2013
H: -29.2880 11.8000 27.6918
H: -28.8517 14.4563 27.7805
H: -31.8281 13.6718 27.1394
H: -30.6937 13.3935 26.0945
H: -29.6960 15.1054 24.7209
H: -28.9303 15.7264 26.0452
H: -29.9980 16.7822 25.0901
H: -30.4004 15.6582 28.7195
H: -29.3071 14.9751 29.6025
C: -41.0344 15.1348 22.2575
C: -40.8946 16.4235 21.4515
C: -40.4016 16.3283 19.9562
O: -38.9833 16.3393 20.0146
C: -38.2208 15.8076 18.9146
N: -42.1517 17.1356 21.4539
H: -41.7113 14.4494 21.7476
H: -41.3315 15.3563 23.2826
H: -40.1357 14.5339 22.3965
H: -40.1351 16.9494 22.0300
H: -40.7970 17.1754 19.3956
H: -40.7373 15.3656 19.5705
H: -38.1748 16.5379 18.1066
H: -38.6115 14.9001 18.4545
H: -37.2006 15.5449 19.1946
H: -41.8941 18.0492 21.1088
H: -42.4859 17.4085 22.3671
C: -34.0122 13.9558 12.6484
C: -33.9196 14.6919 13.9983
C: -34.9486 14.0866 15.0440
O: -34.8912 14.6742 16.3594
C: -34.9998 13.7030 17.3270
N: -32.4559 14.6726 14.4080
H: -34.9861 14.2188 12.2356
H: -34.0161 12.8690 12.7319
H: -33.2413 14.2404 11.9323
H: -34.2527 15.7144 13.8204
H: -34.6547 13.0379 15.0882
H: -35.9902 14.1447 14.7281
H: -34.7310 14.1558 18.2813
H: -34.2947 12.8933 17.1391
H: -36.0068 13.2860 17.3327
H: -32.2925 13.7369 14.7513
H: -32.3228 15.2316 15.2387
C: -41.6769 14.8253 26.1689
C: -42.1194 13.8173 27.2716
C: -43.5957 13.2787 27.2385
O: -44.4622 14.3940 27.3044
C: -45.7820 14.0256 27.5403
N: -41.1865 12.6802 27.2381
H: -42.2075 15.7769 26.2021
H: -41.9099 14.4128 25.1873
H: -40.6223 15.0423 26.3386
H: -42.0201 14.2118 28.2828
H: -43.7602 12.5318 28.0151
H: -43.8249 12.6618 26.3696
H: -46.4107 14.8853 27.7724
H: -45.8290 13.3018 28.3539
H: -46.1608 13.6594 26.5861
H: -40.2465 12.9910 27.4379
H: -41.4133 12.0268 27.9742
C: -39.1237 12.6301 14.3172
C: -39.2267 13.1447 15.7719
C: -39.4128 11.9255 16.7424
O: -39.5475 12.1928 18.1713
C: -40.7309 12.7676 18.6499
N: -38.1296 14.0128 15.9749
H: -39.9381 11.9858 13.9860
H: -38.2172 12.0252 14.2962
H: -39.1263 13.3985 13.5442
H: -40.1467 13.7272 15.8217
H: -38.5101 11.3376 16.5766
H: -40.2713 11.3256 16.4404
H: -40.9027 13.7240 18.1560
H: -40.6025 12.9913 19.7089
H: -41.6113 12.1252 18.6347
H: -38.0625 13.9400 16.9800
H: -37.2306 13.6060 15.7594
C: -42.7033 11.3286 23.6198
C: -42.2122 10.0090 24.2737
C: -42.0251 8.8430 23.2998
O: -43.2347 8.4248 22.8293
C: -43.2010 7.3920 21.8261
N: -40.9478 10.2848 24.9626
H: -43.2043 12.0764 24.2345
H: -43.4339 11.1302 22.8356
H: -41.9009 11.8416 23.0895
H: -42.9196 9.6497 25.0211
H: -41.3963 8.0280 23.6581
H: -41.4828 9.2204 22.4328
H: -42.3858 6.6890 21.9974
H: -42.9448 7.9093 20.9015
H: -44.1516 6.8871 21.6545
H: -41.1127 11.0699 25.5761
H: -40.3382 10.7865 24.3327
C: -36.3239 14.0741 36.0370
C: -35.0581 13.3037 35.5946
C: -34.7845 13.5301 34.1092
O: -35.9665 13.1870 33.3618
C: -35.9014 13.6054 31.9613
N: -33.8950 13.5833 36.4249
H: -36.5578 13.7478 37.0504
H: -37.2357 13.7924 35.5103
H: -36.2271 15.1595 36.0590
H: -35.2051 12.2236 35.5971
H: -33.8784 13.0070 33.8036
H: -34.6197 14.6054 34.0411
H: -36.3202 14.6111 31.9243
H: -36.4512 12.9530 31.2829
H: -34.9176 13.7079 31.5034
H: -34.0536 13.1202 37.3084
H: -33.9796 14.5532 36.6937
C: -33.2074 16.6051 24.0020
C: -33.2290 17.8056 25.0337
C: -34.3759 18.8115 24.7214
O: -34.4222 19.7962 25.7372
C: -35.5569 20.6635 25.6389
N: -33.4203 17.1443 26.3461
H: -32.3676 15.9158 24.0889
H: -33.1193 17.0062 22.9924
H: -34.1985 16.1532 24.0433
H: -32.2307 18.2390 25.0941
H: -35.2688 18.1942 24.6233
H: -34.0959 19.3581 23.8209
H: -36.4467 20.0360 25.5875
H: -35.4865 21.3223 24.7734
H: -35.5997 21.3374 26.4945
H: -33.2068 17.7921 27.0910
H: -32.6813 16.4584 26.4054
C: -35.3793 9.5485 14.3657
C: -36.0398 8.8978 15.5714
C: -36.0337 9.7234 16.9250
O: -34.6560 9.9182 17.3012
C: -34.5408 10.2398 18.6697
N: -37.4563 8.6081 15.3406
H: -34.2987 9.6878 14.3339
H: -35.7824 10.5523 14.2315
H: -35.7672 9.0697 13.4666
H: -35.5842 7.9138 15.6822
H: -36.6429 9.2244 17.6786
H: -36.5033 10.6788 16.6910
H: -33.5134 9.9680 18.9119
H: -35.1679 9.6302 19.3203
H: -34.6533 11.2810 18.9720
H: -37.4076 7.7714 14.7770
H: -37.9989 8.2066 16.0920
C: -37.7864 10.3580 29.2954
C: -38.1181 11.0433 27.9705
C: -37.9731 12.5973 28.0187
O: -38.8139 13.0895 29.0176
C: -38.5463 14.4619 29.3219
N: -37.2963 10.4957 26.9444
H: -36.9500 10.8117 29.8272
H: -37.5830 9.2887 29.2374
H: -38.5683 10.6007 30.0150
H: -39.1752 10.8248 27.8195
H: -38.1881 13.1544 27.1068
H: -36.9316 12.8320 28.2386
H: -39.2034 14.6593 30.1689
H: -38.7899 15.1967 28.5546
H: -37.5217 14.6207 29.6582
H: -37.5569 9.5296 26.8073
H: -37.4079 11.0077 26.0809
C: -37.7062 12.7166 22.0496
C: -37.4897 12.3002 23.4331
C: -36.1268 12.7939 23.9821
O: -36.0710 12.6067 25.3719
C: -35.0510 13.3336 26.0040
N: -38.6308 12.7618 24.2484
H: -36.9397 12.2385 21.4398
H: -37.7219 13.8039 21.9736
H: -38.6794 12.5160 21.6015
H: -37.5273 11.2132 23.5058
H: -35.9316 13.8282 23.6989
H: -35.3446 12.2058 23.5022
H: -34.1001 13.0912 25.5296
H: -34.9509 12.8975 26.9980
H: -35.2537 14.4034 25.9529
H: -38.6524 12.3972 25.1901
H: -38.5062 13.7449 24.4435
C: -36.4035 8.4891 22.2944
C: -37.9318 8.4477 22.1344
C: -38.3737 8.6182 20.6420
O: -39.8264 8.6680 20.4986
C: -40.1281 8.9072 19.1103
N: -38.3367 7.2420 22.7258
H: -35.9671 8.0095 23.1706
H: -36.1050 9.5329 22.1967
H: -35.9402 7.9933 21.4413
H: -38.3647 9.2729 22.6999
H: -37.8581 7.7908 20.1546
H: -37.9278 9.5249 20.2332
H: -41.1856 9.1610 19.1835
H: -40.0089 7.9000 18.7110
H: -39.5057 9.6086 18.5547
H: -39.2634 7.0514 22.3723
H: -37.7827 6.5065 22.3106
C: -32.5283 10.6791 25.8370
C: -31.9748 9.5115 24.9737
C: -32.5176 9.4317 23.5782
O: -31.8842 8.3531 22.8746
C: -32.3986 8.2784 21.5712
N: -30.5114 9.6739 24.9980
H: -32.0506 10.6130 26.8145
H: -33.6025 10.5991 26.0034
H: -32.2108 11.6253 25.3987
H: -32.1583 8.5845 25.5169
H: -32.3251 10.3348 22.9991
H: -33.5882 9.2424 23.6575
H: -32.3221 9.2287 21.0430
H: -33.4302 7.9452 21.4578
H: -31.7686 7.5977 20.9986
H: -30.2156 9.3630 25.9123
H: -30.2293 8.9700 24.3309
C: -42.2171 7.2943 29.2714
C: -42.0402 8.6688 28.7747
C: -41.9552 9.7321 29.9603
O: -41.4921 10.9930 29.5323
C: -41.6349 12.0182 30.4673
N: -40.8075 8.7030 28.0438
H: -42.4057 6.6751 28.3945
H: -43.1286 7.3247 29.8684
H: -41.4419 6.8342 29.8842
H: -42.8526 8.9553 28.1068
H: -41.4256 9.2973 30.8080
H: -42.9738 9.8860 30.3163
H: -41.4116 12.9595 29.9652
H: -40.9781 11.8230 31.3150
H: -42.6756 12.1057 30.7794
H: -40.6586 9.6056 27.6160
H: -40.7646 8.0263 27.2952
C: -32.6255 13.9022 20.1311
C: -31.3239 14.3772 20.8502
C: -30.6327 13.1758 21.5664
O: -30.3447 12.1078 20.7140
C: -29.7389 10.9939 21.2659
N: -30.4061 14.9078 19.8775
H: -32.4158 13.2463 19.2862
H: -33.2034 14.7222 19.7048
H: -33.2931 13.3845 20.8199
H: -31.5585 15.1974 21.5288
H: -31.3117 12.7738 22.3184
H: -29.8206 13.5237 22.2048
H: -29.0058 11.4000 21.9629
H: -29.1894 10.5407 20.4408
H: -30.5035 10.4258 21.7957
H: -30.2004 14.2710 19.1211
H: -30.8589 15.6637 19.3838
O: -33.2417 11.5545 30.0321
H: -33.7069 11.1377 29.3069
H: -33.6583 11.2022 30.8186
O: -32.7629 14.1775 29.8493
H: -31.8863 14.2336 29.4691
H: -32.9423 13.2387 29.9013
O: -39.3456 7.9495 25.3214
H: -38.8266 7.8930 24.5191
H: -39.9801 8.6449 25.1483
O: -35.0299 17.4036 19.9343
H: -34.7962 17.5329 19.0151
H: -34.3567 17.8779 20.4221
O: -34.9121 10.2466 28.4263
H: -34.8489 9.3036 28.2746
H: -35.8259 10.4594 28.2367
O: -36.8987 17.4529 21.7064
H: -37.6629 17.5029 21.1322
H: -36.1493 17.4813 21.1115
O: -35.9794 16.7204 27.2752
H: -35.6583 16.5160 28.1534
H: -35.1894 16.9088 26.7686
O: -38.4380 17.6309 26.1427
H: -37.8298 17.2250 26.7605
H: -38.2660 17.1890 25.3112
O: -35.1900 16.0048 29.7204
H: -34.5128 15.3823 29.4556
H: -34.9244 16.2909 30.5944

Output
* 2S+1: 1
* lowest unoccupied orbital energy: 0.11 eV
* HOMO energy: -0.311 hartree
* frontier orbital gap: 8.576 eV